[1]
Below is a cluster of 10 separate species, C30H80O30S10 in total in a non-equilibrium geometry, with properties calculated with ωB97M-V/def2-TZVPD.

Structure (ORCA input):
```
! wB97M-V def2-TZVPD RIJCOSX def2/J DEFGRID3
* xyz 0 1
O -13.256 -2.279 4.371
S -11.978 -1.611 4.463
O -11.539 -1.232 5.770
O -10.767 -2.604 3.844
C -9.487 -2.025 3.807
C -8.711 -2.407 2.603
C -11.914 -0.199 3.155
H -8.958 -2.287 4.722
H -9.515 -0.936 3.850
H -9.087 -2.006 1.662
H -8.565 -3.477 2.457
H -7.668 -2.138 2.769
H -12.949 -0.193 2.811
H -11.169 -0.518 2.426
H -11.553 0.747 3.558
O -4.545 -8.352 -1.853
S -3.613 -8.241 -3.020
O -3.688 -9.228 -4.153
O -4.034 -6.667 -3.611
C -4.240 -5.750 -2.616
C -3.734 -4.412 -3.145
C -1.753 -8.015 -2.566
H -3.704 -6.006 -1.702
H -5.276 -5.777 -2.276
H -3.744 -3.517 -2.523
H -4.433 -4.128 -3.932
H -2.691 -4.440 -3.460
H -1.601 -7.258 -1.797
H -1.358 -7.473 -3.426
H -1.307 -8.994 -2.393
O 7.012 7.294 -8.137
S 6.987 8.158 -6.986
O 5.775 8.935 -6.574
O 7.672 7.402 -5.698
C 6.915 7.454 -4.436
C 6.273 6.112 -4.376
C 8.305 9.382 -7.287
H 6.141 8.206 -4.279
H 7.550 7.726 -3.593
H 6.725 5.389 -5.054
H 5.225 6.208 -4.659
H 6.328 5.708 -3.365
H 8.364 9.969 -6.371
H 8.046 9.807 -8.258
H 9.163 8.714 -7.358
O -1.494 -7.229 4.540
S -2.355 -7.968 3.562
O -2.145 -7.791 2.149
O -2.454 -9.631 3.980
C -3.375 -10.429 3.206
C -2.611 -11.159 2.108
C -4.053 -7.369 3.890
H -4.218 -9.946 2.712
H -3.941 -11.095 3.857
H -3.095 -11.876 1.445
H -1.930 -11.834 2.626
H -1.870 -10.684 1.465
H -4.352 -7.765 4.860
H -4.823 -7.711 3.199
H -3.962 -6.285 3.818
O 1.625 2.435 5.155
S 0.313 2.579 5.835
O -0.161 3.828 6.421
O -0.860 1.937 4.769
C -2.196 1.967 5.105
C -3.043 1.896 3.813
C 0.191 1.196 7.158
H -2.451 2.774 5.791
H -2.529 1.074 5.634
H -2.856 2.744 3.153
H -4.104 1.918 4.060
H -2.996 0.975 3.232
H -0.307 0.303 6.780
H -0.498 1.715 7.825
H 1.211 1.101 7.529
O 0.990 0.924 -5.888
S 2.015 2.040 -5.869
O 1.900 3.192 -5.083
O 3.577 1.396 -5.804
C 3.735 -0.005 -6.193
C 3.515 -0.781 -4.870
C 2.214 2.735 -7.663
H 4.700 -0.041 -6.700
H 2.992 -0.224 -6.960
H 4.013 -1.745 -4.976
H 2.451 -0.905 -4.668
H 3.989 -0.178 -4.095
H 3.143 3.300 -7.743
H 1.377 3.349 -7.997
H 2.217 1.780 -8.188
O 7.993 -1.797 3.565
S 7.566 -2.292 2.220
O 8.431 -2.749 1.143
O 6.428 -3.412 2.548
C 6.947 -4.629 3.017
C 5.803 -5.565 3.445
C 6.488 -0.935 1.684
H 7.708 -4.559 3.795
H 7.451 -5.059 2.152
H 6.140 -6.573 3.686
H 5.030 -5.588 2.677
H 5.143 -5.144 4.203
H 5.827 -1.379 0.939
H 7.241 -0.243 1.307
H 5.999 -0.697 2.629
O -7.496 0.609 -5.185
S -7.935 1.821 -4.491
O -8.606 1.771 -3.258
O -6.618 2.757 -4.171
C -5.893 2.451 -2.959
C -4.468 2.754 -3.452
C -8.670 3.119 -5.565
H -6.007 1.491 -2.456
H -5.952 3.318 -2.301
H -3.753 2.665 -2.634
H -4.336 3.765 -3.839
H -4.174 2.064 -4.242
H -8.788 4.009 -4.947
H -9.667 2.767 -5.828
H -7.918 3.305 -6.332
O 8.634 7.797 5.203
S 8.977 8.149 3.820
O 10.214 7.691 3.185
O 7.751 7.781 2.840
C 6.470 7.360 3.381
C 5.623 6.971 2.155
C 8.848 9.920 3.566
H 5.979 8.052 4.065
H 6.556 6.464 3.997
H 4.585 7.162 2.426
H 5.700 5.971 1.729
H 5.929 7.555 1.287
H 9.703 10.381 4.060
H 7.886 10.119 4.037
H 8.634 10.163 2.525
O -1.630 -1.970 1.804
S -0.394 -1.854 1.040
O -0.119 -2.670 -0.223
O -0.203 -0.313 0.732
C 0.840 0.195 -0.080
C 1.512 1.337 0.456
C 0.959 -2.164 2.280
H 0.355 0.610 -0.963
H 1.613 -0.539 -0.309
H 0.861 2.209 0.509
H 2.356 1.650 -0.158
H 1.749 1.183 1.509
H 1.407 -3.035 1.802
H 0.561 -2.479 3.244
H 1.602 -1.291 2.389
*
```

## Properties
Energy relative to the best compared isomer or geometry (same formula, charge and spin): 236.3 kcal per mole
Structure (SMILES): CCOS(C)(=O)=O.CCOS(C)(=O)=O.CCOS(C)(=O)=O.CCOS(C)(=O)=O.CCOS(C)(=O)=O.CCOS(C)(=O)=O.CCOS(C)(=O)=O.CCOS(C)(=O)=O.CCOS(C)(=O)=O.CCOS(C)(=O)=O
Kohn-Sham gap: 10.58 eV
Molar mass: 1241.61 g/mol

[2]
Below is a structure of composition C10H16PdSe2Si2Te2 in a non-equilibrium geometry, with properties calculated with ωB97M-V/def2-TZVPD.

Structure (ORCA input):
```
! wB97M-V def2-TZVPD RIJCOSX def2/J DEFGRID3
* xyz -2 1
Pd 0.941 -1.631 -1.331
Se -1.106 -3.157 -1.800
Te 1.137 -4.130 -1.294
Te 2.237 -1.713 -3.476
Se 3.408 -0.832 -1.456
C 2.388 -1.053 2.033
Si 0.789 -1.277 0.950
C -0.227 -2.575 1.980
C -0.193 0.360 1.141
C -0.485 0.873 2.393
C -1.182 2.061 2.528
C -1.593 2.747 1.396
C -1.309 2.234 0.144
C -0.617 1.043 0.005
Si -0.237 0.320 -1.732
C -1.943 0.281 -2.663
C 0.705 1.747 -2.655
H 2.090 -0.731 3.028
H 3.052 -0.302 1.610
H 2.948 -1.980 2.119
H -0.381 -2.184 2.981
H 0.291 -3.529 2.055
H -1.202 -2.763 1.537
H -0.158 0.332 3.275
H -1.407 2.453 3.515
H -2.135 3.683 1.494
H -1.630 2.765 -0.746
H -2.398 1.265 -2.591
H -2.619 -0.448 -2.222
H -1.821 0.028 -3.713
H 0.109 2.654 -2.598
H 0.874 1.509 -3.704
H 1.672 1.949 -2.202
*
```

## Properties
Kohn-Sham gap: 4.25 eV
Molar mass: 711.95 g/mol

[3]
Below is a cluster of 11 separate species, C3H31N2O10 in total in a non-equilibrium geometry, with properties calculated with ωB97M-V/def2-TZVPD.

Structure (ORCA input):
```
! wB97M-V def2-TZVPD RIJCOSX def2/J DEFGRID3
* xyz 1 1
N -1.826 1.025 -1.624
C -0.822 1.467 -2.611
C -0.650 2.982 -2.484
N -0.508 3.252 -1.036
C 0.855 3.457 -0.547
H -1.756 1.758 -0.888
H -2.693 0.683 -2.045
H -1.461 0.213 -1.070
H 0.117 1.018 -2.370
H -1.011 1.121 -3.622
H 0.298 3.288 -2.921
H -1.453 3.633 -2.820
H -1.150 3.941 -0.675
H 1.250 4.419 -0.887
H 1.506 2.694 -0.964
H 0.830 3.422 0.538
H -1.457 -1.771 0.363
H -0.810 -0.495 0.859
O -1.576 -0.788 0.332
H 2.087 -2.893 0.615
H 1.463 -2.896 1.994
O 1.551 -3.441 1.206
H -5.196 1.103 -1.429
H -5.207 -0.372 -1.776
O -4.643 0.403 -1.791
H 3.413 0.279 3.680
H 2.064 1.058 3.704
O 2.630 0.497 3.164
H -0.614 -2.627 -3.186
H -0.719 -2.604 -1.645
O -0.354 -2.124 -2.410
H 2.598 -0.501 1.460
H 2.721 -0.774 -0.138
O 2.221 -0.892 0.671
H -2.320 -1.483 3.538
H -1.380 -0.901 4.521
O -1.386 -1.257 3.622
H 0.744 -0.139 2.376
H -0.686 0.386 2.518
O 0.181 0.605 2.153
H 4.694 -2.645 0.716
H 5.151 -1.321 -0.010
O 5.067 -2.272 -0.086
H -1.054 -4.069 0.587
H 0.114 -3.146 0.357
O -0.829 -3.293 0.060
*
```

## Properties
Energy relative to the best compared isomer or geometry (same formula, charge and spin): 55.0 kcal per mole
Kohn-Sham gap: 9.86 eV
Molar mass: 255.29 g/mol

[4]
Below is a cluster of 10 separate species, C13H42O12 in total in a non-equilibrium geometry, with properties calculated with ωB97M-V/def2-TZVPD.

Structure (ORCA input):
```
! wB97M-V def2-TZVPD RIJCOSX def2/J DEFGRID3
* xyz 0 1
C 0.378 -0.737 0.543
O 0.069 0.567 0.103
H 0.546 -1.403 -0.307
H 1.254 -0.797 1.204
H -0.408 -1.139 1.185
H 0.672 0.797 -0.623
C 1.489 3.091 -2.320
O 1.898 1.851 -1.735
H 1.131 2.913 -3.340
H 0.720 3.525 -1.693
H 2.333 3.777 -2.436
H 2.703 1.544 -2.160
C 0.065 -3.649 3.252
O -1.345 -3.725 3.380
H 0.553 -3.112 4.061
H 0.530 -4.644 3.218
H 0.341 -3.165 2.305
H -1.664 -4.052 2.535
C 0.821 -4.731 -2.198
O 0.716 -6.129 -1.967
H 1.853 -4.494 -2.479
H 0.189 -4.466 -3.052
H 0.546 -4.080 -1.372
H 0.675 -6.560 -2.822
C -3.614 -1.621 1.532
O -4.312 -1.753 0.299
H -3.815 -0.616 1.911
H -4.040 -2.293 2.279
H -2.531 -1.727 1.439
H -4.613 -2.657 0.193
C 2.001 3.165 1.568
O 0.836 2.485 2.011
H 2.769 2.506 1.144
H 1.738 3.883 0.787
H 2.431 3.683 2.423
H 0.430 1.996 1.264
C -0.862 -0.160 -3.327
O -1.252 0.747 -4.328
H -0.075 0.252 -2.695
H -1.689 -0.491 -2.699
H -0.331 -1.020 -3.756
H -1.860 0.324 -4.937
C 3.770 0.889 3.846
O 2.602 0.378 3.222
H 4.009 0.263 4.705
H 4.619 0.852 3.157
H 3.611 1.903 4.217
H 2.212 1.092 2.694
C 4.432 -0.581 0.033
O 3.621 -1.533 -0.655
H 5.214 -0.306 -0.678
H 3.907 0.351 0.266
H 4.842 -1.017 0.941
H 3.234 -2.143 -0.023
C -2.006 3.358 -0.337
C -2.952 2.494 -1.152
C -3.572 1.294 -0.453
O -4.926 1.330 -0.924
C -5.195 2.545 -1.454
O -6.288 2.907 -1.743
O -4.070 3.263 -1.586
H -2.439 3.669 0.614
H -1.709 4.233 -0.917
H -1.072 2.839 -0.129
H -2.387 2.176 -2.036
H -3.612 1.536 0.616
H -3.121 0.324 -0.616
*
```

## Properties
Energy relative to the best compared isomer or geometry (same formula, charge and spin): 0.0 kcal per mole
Structure (SMILES): C[C@H]1COC(=O)O1.CO.CO.CO.CO.CO.CO.CO.CO.CO
Kohn-Sham gap: 10.48 eV
Molar mass: 390.47 g/mol

[5]
Below is an isolated molecule of C4H9N in a non-equilibrium geometry, with properties calculated with ωB97M-V/def2-TZVPD.

Structure (ORCA input):
```
! wB97M-V def2-TZVPD RIJCOSX def2/J DEFGRID3
* xyz 0 1
C 0.304 1.386 -0.643
C -0.171 0.088 0.002
C 0.753 -0.653 0.904
C 0.434 -1.209 -0.440
H -0.290 1.473 -1.573
H 0.108 2.253 -0.014
H 1.370 1.353 -0.919
H -1.782 0.716 1.029
H -2.032 -0.803 0.370
H 1.762 -0.323 1.212
H 0.262 -1.180 1.700
H -0.239 -2.087 -0.586
H 1.147 -1.147 -1.246
N -1.626 0.133 0.204
*
```

## Properties
Energy relative to the best compared isomer or geometry (same formula, charge and spin): 17.1 kcal per mole
Structure (SMILES): CC1(N)CC1
Kohn-Sham gap: 10.25 eV
Molar mass: 71.12 g/mol

[6]
Below is an isolated molecule of C5H6O in a non-equilibrium geometry, with properties calculated with ωB97M-V/def2-TZVPD.

Structure (ORCA input):
```
! wB97M-V def2-TZVPD RIJCOSX def2/J DEFGRID3
* xyz 0 1
C 2.132 -0.105 0.016
C 0.814 -0.136 -0.127
C -1.347 -0.842 0.062
C -1.378 0.600 -0.115
C -0.113 1.036 -0.136
H 2.605 0.882 0.185
H 2.909 -0.924 0.080
H -1.973 -1.415 -0.627
H -1.577 -1.077 1.126
H -2.287 1.198 0.077
H 0.126 2.042 -0.277
O 0.090 -1.259 -0.263
*
```

## Properties
Energy relative to the best compared isomer or geometry (same formula, charge and spin): 33.1 kcal per mole
Structure (SMILES): C=C1C=CCO1
Kohn-Sham gap: 9.32 eV
Molar mass: 82.10 g/mol

[7]
Below is an isolated molecule of C7H9B in a non-equilibrium geometry, with properties calculated with ωB97M-V/def2-TZVPD.

Structure (ORCA input):
```
! wB97M-V def2-TZVPD RIJCOSX def2/J DEFGRID3
* xyz 0 1
B -1.254 -0.330 0.633
C 1.524 -0.724 0.635
C 1.269 -0.025 -0.475
C -0.941 -0.091 2.130
C -1.391 0.194 -0.815
C 1.234 0.380 -1.900
C -0.140 -1.148 1.353
C 0.066 0.701 -0.942
H 2.345 -1.406 0.779
H -0.535 0.818 2.334
H -1.546 -0.462 3.033
H -1.707 -0.603 -1.495
H -1.966 1.091 -0.890
H 1.722 1.244 -2.150
H 1.223 -0.477 -2.615
H -0.065 -2.212 1.618
H 0.012 1.669 -0.689
*
```

## Properties
Energy relative to the best compared isomer or geometry (same formula, charge and spin): 71.0 kcal per mole
Structure (SMILES): C1=C2C[C@H]2CB2C[C@H]12
Kohn-Sham gap: 9.17 eV
Molar mass: 103.96 g/mol

[8]
Below is an isolated molecule of C20H27N3O4, with properties calculated with ωB97M-V/def2-TZVPD.

Structure (ORCA input):
```
! wB97M-V def2-TZVPD RIJCOSX def2/J DEFGRID3
* xyz 0 1
C 0.578 1.686 1.657
C -0.760 2.134 1.081
H -0.644 2.431 0.030
H -1.138 2.989 1.649
O -1.808 1.172 1.186
C -1.770 0.116 0.291
C -3.108 -0.648 0.330
C -4.312 0.294 0.233
C -4.437 1.065 -1.091
C -4.708 2.552 -0.849
O -3.584 3.226 -0.341
H -3.199 2.684 0.362
H -5.564 2.665 -0.166
H -4.954 3.052 -1.790
H -3.515 0.992 -1.670
H -5.243 0.654 -1.698
H -4.232 0.998 1.064
H -5.218 -0.289 0.403
C -3.079 -1.742 -0.747
C -1.743 -2.422 -0.710
C -0.704 -1.949 -0.022
O -0.703 -0.752 0.642
C 0.596 -2.679 0.032
O 0.815 -3.686 -0.614
N 1.484 -2.130 0.891
H 1.263 -1.221 1.274
C 2.875 -2.494 0.878
C 3.701 -1.329 0.439
N 3.268 -0.104 0.412
C 4.320 0.658 -0.037
C 4.412 2.026 -0.259
C 5.615 2.517 -0.720
C 6.707 1.682 -0.959
C 6.637 0.319 -0.745
C 5.432 -0.181 -0.283
N 5.002 -1.447 0.034
H 5.533 -2.298 -0.038
H 7.482 -0.327 -0.932
H 7.629 2.113 -1.320
H 5.721 3.576 -0.903
H 3.567 2.670 -0.075
H 3.192 -2.817 1.879
H 2.987 -3.338 0.187
H -1.626 -3.361 -1.225
C -4.187 -2.777 -0.542
H -4.110 -3.555 -1.296
H -4.098 -3.238 0.439
H -5.167 -2.316 -0.625
H -3.220 -1.287 -1.735
H -3.143 -1.131 1.313
H -1.565 0.488 -0.734
H 1.099 1.002 0.993
H 1.208 2.559 1.810
H 0.419 1.200 2.617
*
```

## Properties
Energy relative to the best compared isomer or geometry (same formula, charge and spin): 48.9 kcal per mole
Structure (SMILES): CCO[C@H]1OC(C(=O)NCc2nc3ccccc3[nH]2)=C[C@@H](C)[C@@H]1CCCO
Kohn-Sham gap: 9.37 eV
Molar mass: 373.45 g/mol